1.
121
Properties=species:S:1:pos:R:3:forces:R:3 method="wB97M-V/def2-TZVPD" spin_multiplicity=5 s_squared=6.074 e_lumo_ev="-5.27 / -7.88" total_charge=+2
Ir -0.7180 0.0751 -0.2273 0.37 0.04 0.28
N 7.8979 5.0251 2.2057 0.00 0.00 0.00
C 6.9365 4.4951 1.8701 0.00 0.00 -0.01
C 5.7327 3.8273 1.4525 -0.01 -0.01 0.01
C 5.2239 2.7798 2.2163 0.00 0.01 -0.02
C 4.0658 2.1375 1.8120 0.02 -0.01 -0.01
C 3.4068 2.5366 0.6524 -0.01 -0.01 0.01
C 3.9239 3.5822 -0.1077 0.01 0.03 0.01
C 5.0834 4.2282 0.2873 -0.01 0.00 0.00
C 2.1693 1.8267 0.2213 -0.05 0.03 -0.04
C 2.2957 0.5701 -0.3709 -0.01 -0.04 0.10
C 3.4892 -0.0941 -0.7900 -0.01 -0.03 -0.03
C 3.1098 -1.2876 -1.3680 0.05 0.01 0.03
C 1.7169 -1.3575 -1.2706 -0.03 0.10 0.00
N 1.2262 -0.2407 -0.6628 0.12 -0.09 -0.11
C 0.9326 2.4604 0.3343 0.11 0.01 0.04
C 0.7711 3.7989 0.8651 -0.04 0.00 -0.01
C -0.4956 4.1823 0.6793 0.04 -0.02 0.03
C -1.2342 3.1216 -0.0640 0.03 -0.02 0.01
N -0.2957 1.9860 -0.0770 -0.20 -0.07 -0.13
H 5.7376 2.4767 3.1181 0.00 0.00 0.00
H 3.6678 1.3216 2.4032 0.00 0.00 0.00
H 3.4223 3.8881 -1.0178 0.00 0.00 0.00
H 5.4917 5.0374 -0.3021 0.00 0.00 0.00
H 4.4841 0.3070 -0.6835 0.00 -0.01 -0.01
H 3.7487 -2.0289 -1.8188 0.00 0.00 0.00
H 1.0503 -2.1374 -1.6036 0.02 -0.04 0.01
H 1.5754 4.3708 1.2992 -0.01 0.00 0.01
H -0.9233 5.1428 0.9243 0.00 0.00 -0.02
H -1.3300 3.4838 -1.0988 -0.02 0.04 0.01
C -3.8833 -2.0245 -1.4831 -0.02 0.01 -0.03
C -4.1449 -0.6319 -0.9102 -0.07 0.00 -0.07
C -5.4990 -0.1023 -1.4044 0.03 -0.01 0.00
C -4.1947 -0.7003 0.6193 0.01 0.02 0.04
P -2.7547 0.5319 -1.3365 -0.01 -0.02 -0.13
C -3.3443 2.1467 -0.8243 0.08 -0.01 0.05
C -2.6644 2.7297 0.3925 0.06 0.01 -0.01
C -3.3922 3.9089 0.9593 -0.01 0.03 -0.04
C -4.3042 4.5955 0.2364 -0.03 -0.04 0.00
C -4.6974 4.1436 -1.0496 0.00 -0.01 0.00
C -4.2484 2.8997 -1.5227 -0.06 0.00 0.04
C -2.2941 0.5092 -3.1555 -0.02 0.05 -0.05
C -3.4941 0.4969 -4.1107 0.01 -0.02 0.01
C -1.4307 -0.7256 -3.4593 0.03 0.02 0.02
C -1.4528 1.7645 -3.4268 -0.03 0.00 -0.02
H -4.5613 -2.7325 -1.0004 -0.03 0.02 -0.02
H -2.8612 -2.3563 -1.2994 0.01 -0.02 0.02
H -4.0785 -2.0712 -2.5541 0.01 0.01 0.00
H -6.2423 -0.8847 -1.2358 0.00 0.01 0.01
H -5.5104 0.1330 -2.4660 -0.01 -0.01 0.00
H -5.8117 0.7780 -0.8459 0.00 0.02 -0.01
H -5.1290 -1.1756 0.9260 0.02 -0.04 -0.01
H -4.1687 0.2888 1.0818 -0.06 0.01 0.00
H -3.3678 -1.2903 1.0089 0.05 0.04 0.00
H -2.5255 1.9721 1.1752 -0.05 0.01 0.04
H -3.1319 4.2242 1.9621 0.03 0.01 -0.02
H -4.7728 5.4782 0.6516 0.01 0.00 0.00
H -5.3999 4.7174 -1.6366 -0.01 -0.01 0.00
H -4.6686 2.5348 -2.4487 0.00 -0.02 -0.03
H -4.1055 -0.3977 -4.0070 0.01 -0.01 0.01
H -3.1037 0.5029 -5.1304 0.00 0.01 0.00
H -4.1308 1.3730 -4.0125 -0.02 0.02 0.02
H -1.9608 -1.6637 -3.3114 -0.02 -0.02 0.02
H -0.5109 -0.7389 -2.8722 -0.01 0.01 -0.01
H -1.1384 -0.6774 -4.5102 -0.01 -0.01 0.00
H -2.0330 2.6797 -3.3046 0.00 0.00 0.01
H -1.1094 1.7269 -4.4623 0.00 0.00 0.00
H -0.5692 1.8139 -2.7878 0.01 -0.01 0.01
O -0.7785 -1.8616 0.3310 -0.55 0.02 -0.13
P -0.9274 -2.9109 1.4778 0.42 -0.01 0.06
C 0.6738 -3.7589 1.5711 -0.07 0.00 0.10
C 0.6864 -5.0104 2.4863 -0.04 -0.02 -0.03
C 2.1173 -5.3847 2.8977 0.02 0.01 0.00
C 3.0973 -5.1054 1.7658 0.01 0.00 0.00
C 3.1596 -3.5970 1.4588 0.00 0.01 -0.01
C 1.8810 -2.8664 1.8906 -0.03 0.02 -0.02
C -1.4107 -2.0158 2.9893 -0.08 -0.01 -0.04
C -0.5243 -0.7736 3.2365 0.00 0.01 0.00
C -0.8242 -0.2113 4.6237 0.02 0.01 0.00
C -0.3430 -1.1808 5.7164 -0.01 0.00 0.00
C -0.3788 -2.6343 5.2278 0.00 -0.01 -0.01
C -1.5603 -2.8563 4.2881 0.05 0.02 0.01
C -2.1748 -4.1113 0.9247 -0.03 0.05 -0.02
C -1.7118 -4.7399 -0.4047 0.02 0.00 0.04
C -2.8563 -5.5346 -1.0344 -0.02 0.01 -0.05
C -3.5110 -6.5239 -0.0434 0.02 0.00 0.00
C -2.7558 -6.5793 1.2786 0.00 -0.01 0.00
C -2.6429 -5.2017 1.9334 -0.01 0.02 -0.03
H 0.7887 -4.0907 0.5302 0.03 0.01 0.00
H 0.2276 -5.8462 1.9534 -0.01 0.00 0.00
H 0.0920 -4.8463 3.3854 0.02 0.01 0.02
H 2.1429 -6.4343 3.1892 0.00 0.00 -0.01
H 2.4131 -4.8166 3.7838 -0.01 0.01 0.00
H 2.7861 -5.6621 0.8768 -0.02 0.01 0.00
H 4.0887 -5.4776 2.0207 0.00 0.00 -0.01
H 3.3107 -3.4447 0.3887 0.02 0.00 -0.01
H 4.0151 -3.1397 1.9588 -0.01 0.00 0.02
H 1.8138 -1.8942 1.3974 0.01 -0.01 -0.01
H 1.9070 -2.6773 2.9657 0.01 0.01 0.00
H -2.4022 -1.6337 2.7247 -0.06 -0.06 0.00
H -0.7117 -0.0197 2.4673 -0.04 0.01 0.03
H 0.5355 -1.0223 3.1754 0.03 -0.01 -0.03
H -1.9012 -0.0397 4.7128 0.00 -0.01 -0.01
H -0.3488 0.7632 4.7404 0.00 -0.01 0.02
H -0.9738 -1.0744 6.5997 0.00 0.00 0.00
H 0.6701 -0.9230 6.0288 0.00 0.00 -0.01
H -0.4419 -3.3193 6.0732 -0.01 0.01 0.01
H 0.5510 -2.8853 4.7071 -0.01 0.00 0.01
H -2.4779 -2.5394 4.7881 0.01 0.01 0.01
H -1.6937 -3.9130 4.0817 -0.02 0.00 -0.01
H -3.0352 -3.4756 0.6899 0.00 0.01 0.01
H -0.8568 -5.3956 -0.2225 -0.02 -0.01 0.00
H -1.3694 -3.9680 -1.0983 0.02 -0.01 0.00
H -2.4740 -6.0601 -1.9099 0.01 -0.02 0.01
H -3.6052 -4.8320 -1.4076 0.02 -0.02 -0.01
H -3.5513 -7.5209 -0.4803 -0.02 0.00 -0.01
H -4.5474 -6.2360 0.1473 0.01 0.03 0.02
H -1.7582 -6.9977 1.1174 0.00 0.01 0.00
H -3.2520 -7.2547 1.9761 -0.02 0.00 -0.02
H -1.9806 -5.2896 2.7883 0.05 0.01 0.00
H -3.6178 -4.9070 2.3268 0.01 -0.01 0.03

---

2.
48
Properties=species:S:1:pos:R:3:forces:R:3 method="wB97M-V/def2-TZVPD" spin_multiplicity=2 s_squared=0.756 e_lumo_ev="-7.30 / -7.30" total_charge=+2
C 0.0048 0.0069 -6.0176 -0.04 0.54 0.00
C 0.0073 0.0597 -4.5339 0.21 1.89 -0.39
H 0.0170 1.0326 -6.4249 -0.01 -0.45 0.05
H -0.8909 -0.5357 -6.3487 0.25 0.04 0.03
H 0.8869 -0.5564 -6.3494 -0.23 0.03 0.04
O 0.0132 1.1134 -3.8762 -0.14 0.10 -1.07
I -0.0751 -2.2895 -3.5178 -0.23 -2.56 0.25
Yb 0.0137 0.0122 -1.9768 0.79 -0.07 1.02
P 2.3618 -0.3460 0.0744 1.97 1.04 -0.05
C 3.2361 1.0670 0.8297 0.33 0.18 -0.14
C 3.5556 -1.6847 0.4369 0.08 -0.25 -0.05
H 4.5831 -1.2932 0.3630 -0.32 -0.20 0.00
H 3.8002 -0.0403 -1.8184 -0.25 0.06 -0.32
H 3.4306 -2.5164 -0.2710 0.04 0.17 0.23
H 2.3358 -0.9073 -2.3351 0.25 0.30 0.14
H 3.2453 0.9379 1.9210 0.09 0.07 -0.30
H 3.3899 -2.0621 1.4563 0.11 0.08 -0.27
C 2.7071 -0.0669 -1.7129 0.60 -0.03 -0.31
H 4.2709 1.0872 0.4545 -0.23 0.19 0.24
H 2.3275 0.9047 -2.0901 0.23 -0.23 0.11
H 2.7386 2.0168 0.5895 0.21 -0.21 0.12
P -2.4073 -0.4726 0.1844 -0.74 -1.00 1.55
C -2.8843 0.9841 1.1489 0.27 0.30 0.07
C -2.6591 0.0223 -1.5566 0.20 -0.04 -0.40
H -3.7674 -2.4283 -0.2804 0.05 0.20 0.28
H -4.6956 -1.1288 0.5431 0.24 -0.23 -0.10
H -3.5741 -2.1651 1.4770 0.06 0.23 -0.30
C -3.7327 -1.6642 0.5120 -0.46 -0.18 -0.22
H -2.3223 -0.7597 -2.2716 -0.27 0.23 0.26
H -3.7449 0.1255 -1.6975 0.26 0.00 0.08
H -3.9712 1.1180 1.0366 0.34 -0.01 -0.01
H -2.3678 1.8877 0.7969 -0.16 -0.24 0.14
H -2.2237 1.0123 -1.8054 -0.28 -0.29 0.16
H -2.6448 0.8349 2.2090 -0.06 -0.02 -0.22
C 0.1562 2.1757 -0.5224 0.00 3.52 2.16
O 0.1789 3.1537 0.0808 -0.02 -3.19 -1.94
Te -0.1601 -1.5369 1.0101 -3.19 0.43 0.57
C -0.2736 -0.5657 2.9831 -0.13 0.01 -0.47
C -1.1311 -1.1574 3.9200 0.02 -0.01 0.02
C -1.2392 -0.6029 5.2030 0.23 0.15 -0.29
C -0.4729 0.5167 5.5495 0.01 -0.07 -0.13
C 0.3814 1.1002 4.6073 -0.07 -0.16 -0.21
C 0.4656 0.5745 3.3081 0.07 0.06 0.04
H -1.7043 -2.0441 3.6488 0.16 0.19 0.18
H -1.9115 -1.0488 5.9334 0.16 0.05 -0.19
H -0.5396 0.9367 6.5605 0.03 -0.21 -0.49
H 0.9874 1.9670 4.8833 -0.24 -0.29 -0.15
H 1.1068 1.0441 2.5598 -0.16 -0.10 0.31

---

The relative energy (zero: lowest compared OMol25 entry of this formula, charge and spin) results, record by record, are as follows: 35.2 55.3 kJ/mol.